{
  "formula": "C30H44BBrFNO12S3",
  "method": "ωB97M-V/def2-TZVPD",
  "max_force_ev_per_a": 2.7,
  "homo_lumo_gap_ev": 8.3,
  "energy_ha": -6020.56998,
  "multiplicity": 1,
  "relative_energy_kcal_mol": 5.1,
  "smiles": "CC[C@H](Br)C1=C(CCCS(=O)(=O)O)C(=O)c2c(CCC(N)=O)cc(CB(O)O)c(CCF)c2C1=O.O=S1(=O)CCCC1.O=S1(=O)CCCC1",
  "symbols": ["H", "H", "N", "H", "H", "O", "C", "H", "H", "O", "C", "H", "O", "C", "H", "C", "C", "H", "O", "H", "O", "H", "C", "C", "C", "H", "H", "H", "H", "H", "O", "H", "H", "H", "S", "H", "C", "H", "C", "S", "O", "B", "C", "H", "C", "H", "C", "H", "H", "C", "C", "C", "C", "C", "H", "O", "H", "H", "C", "H", "C", "C", "C", "H", "C", "H", "H", "H", "Br", "S", "C", "O", "H", "H", "O", "H", "H", "C", "H", "H", "F", "H", "O", "C", "H", "C", "C", "H", "C", "C", "H", "H", "O"],
  "xyz": [[-3.78, 0.48, -2.10], [-3.27, -1.07, -0.20], [-1.68, 2.32, -2.13], [-2.83, -0.90, -2.55], [-5.83, -3.89, -6.69], [-1.00, 0.55, -3.42], [1.45, -1.78, 0.36], [-3.45, -4.90, -6.32], [2.47, -2.10, -2.36], [1.93, -1.88, 3.29], [2.66, 4.34, -1.57], [-1.12, 1.60, 5.20], [-0.73, 6.61, 5.20], [-0.42, -1.39, -1.12], [1.35, 5.89, 6.06], [-0.94, 3.09, 3.61], [-0.60, -0.70, 1.11], [-1.78, 3.46, 3.03], [1.57, -4.90, -3.11], [-4.64, -2.76, -6.04], [1.22, 3.29, -3.51], [-2.87, 0.60, 0.11], [-2.79, 0.03, -1.96], [0.68, 0.08, 3.62], [3.94, -1.82, -0.36], [-0.19, 3.51, 5.59], [3.78, 1.43, -2.05], [-6.73, -4.32, -4.44], [-2.70, -3.97, -4.24], [-0.05, 3.16, 2.99], [-5.36, -4.46, -2.19], [3.35, 1.62, -3.77], [-1.80, 4.20, 5.31], [2.03, 0.11, 8.09], [-4.82, -3.64, -3.24], [4.68, 5.14, -1.74], [1.17, -1.07, 2.77], [3.16, 0.59, 6.77], [-1.25, 1.64, 4.12], [-0.02, 5.58, 4.49], [1.52, -4.79, -0.77], [1.54, -4.12, -1.98], [1.50, -2.53, -2.11], [2.33, 4.40, -0.54], [1.11, 0.37, 6.15], [-6.52, -2.55, -4.50], [-3.60, -4.57, -4.17], [4.92, -1.84, 0.12], [-4.76, -5.77, -5.54], [2.31, -0.03, 7.05], [-1.18, -0.78, -0.13], [2.86, -2.29, 0.65], [1.63, 0.56, 4.69], [0.85, -1.87, -0.90], [-0.79, 2.65, -2.51], [-4.28, -2.32, -2.97], [0.86, -4.43, -0.17], [2.52, -1.09, 6.88], [-5.19, -3.68, -5.83], [-0.85, -1.51, -2.11], [4.18, 4.17, -1.68], [0.68, -1.19, 1.35], [-1.77, 0.97, -2.56], [-2.39, 2.87, -2.61], [-0.54, 0.54, 3.36], [4.27, 3.89, -3.82], [0.86, -2.34, -2.99], [1.69, -5.82, -2.86], [2.36, 2.35, 4.39], [1.94, 2.88, -2.33], [4.46, 3.31, -2.91], [0.05, 5.81, 3.08], [4.56, 3.67, -0.79], [2.85, -3.38, 0.58], [-2.58, -0.11, 2.31], [5.49, 2.96, -2.94], [0.40, -0.46, 6.08], [-2.57, -0.27, -0.47], [2.50, -0.10, 4.63], [3.22, -2.02, 1.63], [3.66, -0.59, -0.92], [0.65, 1.29, 6.52], [1.33, 2.07, -1.31], [-6.02, -3.51, -4.56], [-2.32, 1.49, 3.95], [-1.37, -0.09, 2.26], [-0.83, 4.02, 4.85], [-3.38, -5.50, -3.64], [3.48, 2.14, -2.83], [-4.22, -4.83, -5.55], [3.99, -2.58, -1.15], [2.31, 5.21, -2.12], [1.44, 5.56, 5.15]],
  "lowdin_charge": [0.128, 0.133, 0.138, 0.072, 0.115, 0.058, -0.088, 0.115, 0.104, 0.094, -0.212, 0.102, -0.305, 0.038, 0.097, -0.203, -0.031, 0.120, 0.169, 0.120, -0.320, 0.113, -0.128, -0.127, -0.182, 0.069, 0.085, 0.108, 0.105, 0.080, -0.317, 0.113, 0.116, 0.073, 0.677, 0.113, -0.239, 0.064, -0.113, 0.577, 0.142, -0.627, -0.002, 0.104, -0.267, 0.108, -0.216, 0.121, 0.117, -0.098, -0.106, -0.071, -0.616, -0.145, 0.038, -0.322, 0.108, 0.080, -0.221, 0.116, -0.213, -0.022, -0.486, 0.098, -0.071, 0.118, 0.119, 0.107, 0.803, 0.663, -0.219, -0.258, 0.117, 0.119, 0.115, 0.114, 0.121, -0.106, 0.076, 0.098, -0.034, 0.085, -0.316, -0.229, 0.116, -0.239, -0.237, 0.103, -0.224, -0.213, 0.103, 0.105, -0.188]
}